[1]
C26H50MnNP3S as an isolated structure in a non-equilibrium geometry, computed with ωB97M-V/def2-TZVPD.

As for the multiplicity: 5. As for the total charge: +3. The calculation puts the HOMO energy (alpha / beta) at -15.16 / -15.02 eV. Its energy above the lowest of the compared OMol25 structures with the same formula, charge and spin is 0.000 eV. Its total energy is -3647.6233 Eh. The largest force on an atom comes out at 2.86 eV/A.

XYZ file:
```
82
Properties=species:S:1:pos:R:3:lowdin_charge:R:1
Mn -0.034 -0.073 -0.148 0.11
P 0.376 -0.737 2.047 0.80
P 1.359 -0.452 -1.928 0.82
P -1.354 -1.940 -0.461 0.80
H -1.201 2.054 -1.279 0.06
C -1.508 1.212 -0.656 -0.28
C -1.423 1.272 0.797 -0.18
H -0.912 2.104 1.299 0.07
C 0.885 0.482 3.321 -0.21
C 1.687 -2.019 2.088 -0.22
C -0.987 -1.516 3.014 -0.23
C 0.540 -0.023 -3.518 -0.21
C 3.034 0.198 -2.283 -0.23
C 1.705 -2.253 -2.146 -0.23
C -3.005 -1.831 0.346 -0.23
C -0.803 -3.601 0.101 -0.22
C -1.850 -2.340 -2.185 -0.26
H -2.311 0.596 -1.067 -0.06
H -2.253 0.833 1.367 0.06
H 0.343 1.421 3.161 0.05
H 1.960 0.689 3.278 0.03
H 0.633 0.112 4.325 0.06
H 2.618 -1.643 1.648 0.02
H 1.383 -2.912 1.527 0.03
H 1.875 -2.298 3.133 0.07
H -1.878 -0.876 2.979 0.05
H -0.662 -1.588 4.061 0.06
H -1.245 -2.520 2.661 0.03
H 1.242 -0.238 -4.335 0.07
H 0.289 1.045 -3.535 0.05
H -0.378 -0.601 -3.667 0.03
H 3.136 0.383 -3.362 0.07
H 3.796 -0.532 -1.983 0.03
H 3.214 1.146 -1.766 0.04
H 2.656 -2.354 -2.687 0.06
H 0.920 -2.753 -2.726 0.04
H 1.808 -2.762 -1.180 0.03
H -3.625 -2.648 -0.045 0.07
H -3.505 -0.882 0.125 0.01
H -2.921 -1.941 1.431 0.03
H -1.574 -4.330 -0.187 0.08
H -0.671 -3.654 1.186 0.03
H 0.139 -3.880 -0.385 0.04
H -2.792 -2.903 -2.145 0.06
H -1.091 -2.956 -2.679 0.05
H -2.022 -1.434 -2.778 -0.01
C -5.839 0.610 -3.043 -0.53
C -6.088 0.402 -4.411 -0.04
C -7.270 0.871 -4.982 0.01
C -8.226 1.514 -4.187 0.06
C -7.990 1.702 -2.818 0.02
C -6.806 1.237 -2.239 -0.03
S -4.342 0.017 -2.356 0.97
H -3.715 1.211 -2.095 -0.03
H -5.341 -0.133 -4.999 0.13
H -7.441 0.727 -6.050 0.14
H -9.162 1.861 -4.631 0.15
H -8.734 2.207 -2.199 0.14
H -6.610 1.338 -1.172 0.13
C 5.842 1.521 1.958 0.02
N 5.113 1.112 0.722 -0.17
C 5.975 0.213 -0.102 0.02
C 3.701 0.548 1.032 -0.09
C 2.657 1.618 0.879 -0.28
C 2.787 2.797 1.633 -0.06
C 2.085 3.941 1.255 -0.05
C 1.333 3.922 0.080 -0.05
C 1.163 2.716 -0.616 -0.13
C 1.578 1.511 -0.039 -0.20
H 5.879 0.654 2.627 0.12
H 5.322 2.359 2.430 0.09
H 6.851 1.828 1.663 0.12
H 4.968 1.964 0.154 0.19
H 6.040 -0.759 0.397 0.12
H 5.543 0.105 -1.102 0.08
H 6.966 0.675 -0.179 0.12
H 3.542 -0.294 0.348 0.10
H 3.761 0.148 2.055 0.12
H 3.434 2.818 2.517 0.11
H 2.152 4.849 1.858 0.12
H 0.872 4.841 -0.286 0.12
H 0.674 2.732 -1.598 0.10
```

***

[2]
C26H50N2O3P2Sn as an isolated structure in a non-equilibrium geometry, computed with ωB97M-V/def2-TZVPD.

As for the multiplicity: 1. As for the total charge: +4. The calculation puts the HOMO energy at -19.47 eV. Its energy above the lowest of the compared OMol25 structures with the same formula, charge and spin is 0.586 eV. Its total energy is -2251.2973 Eh. The largest force on an atom comes out at 5.92 eV/A.

XYZ file:
```
84
Properties=species:S:1:pos:R:3:lowdin_charge:R:1
Sn 0.484 0.673 -0.554 1.12
C 1.342 0.271 -2.738 -0.07
O 2.033 0.463 -3.645 0.24
C 1.070 2.848 0.379 -0.07
O 1.364 3.963 0.410 0.22
P -1.830 1.480 -1.444 1.03
C -3.011 2.194 -0.212 -0.49
H -3.840 2.555 -0.845 0.12
C -1.588 2.792 -2.738 -0.51
H -0.794 3.411 -2.284 0.11
C -2.715 0.039 -2.208 -0.50
H -2.916 -0.599 -1.329 0.10
C 2.877 -2.071 0.234 -0.52
P 2.588 -0.320 0.793 1.06
H 3.631 -0.513 2.912 0.13
H 1.976 -2.589 0.604 0.09
C 4.194 0.537 0.389 -0.48
H 4.940 -0.262 0.527 0.13
C -1.057 2.254 -4.068 -0.07
H -1.870 1.876 -4.704 0.11
H -0.288 1.482 -3.953 0.03
H -0.581 3.088 -4.604 0.12
C -2.804 3.698 -2.954 -0.05
H -2.693 4.218 -3.913 0.12
H -2.883 4.465 -2.174 0.10
H -3.751 3.145 -2.998 0.08
C -4.060 0.446 -2.815 -0.05
H -4.705 0.993 -2.116 0.09
H -4.609 -0.460 -3.105 0.13
H -3.934 1.047 -3.725 0.09
C -1.869 -0.789 -3.189 -0.09
H -2.162 -1.845 -3.097 0.11
H -0.788 -0.726 -2.989 0.01
H -2.043 -0.483 -4.230 0.11
C -3.575 1.132 0.745 -0.07
H -4.399 0.569 0.281 0.10
H -3.974 1.615 1.648 0.12
H -2.820 0.406 1.074 0.03
C -2.433 3.408 0.527 -0.09
H -1.694 3.122 1.281 0.03
H -3.249 3.909 1.068 0.13
H -1.970 4.142 -0.145 0.08
C 4.111 -2.693 0.897 -0.06
H 4.287 -2.357 1.924 0.08
H 5.016 -2.489 0.311 0.11
H 3.982 -3.783 0.929 0.12
C 2.933 -2.248 -1.286 -0.08
H 3.878 -1.872 -1.704 0.10
C 1.986 0.818 3.336 -0.10
H 2.107 -1.748 -1.808 0.02
H 2.872 -3.324 -1.511 0.12
C 1.859 -1.700 3.169 -0.07
H 0.930 0.680 3.601 0.07
H 2.532 0.981 4.279 0.12
H 2.069 1.741 2.748 0.05
C 2.561 -0.436 2.653 -0.48
H 1.600 -1.564 4.228 0.12
H 2.495 -2.590 3.093 0.09
H 0.917 -1.896 2.639 0.06
C 4.496 1.690 1.347 -0.07
H 3.754 2.492 1.247 0.07
H 5.470 2.121 1.081 0.12
H 4.539 1.383 2.397 0.09
C 4.268 1.035 -1.059 -0.09
H 3.979 0.288 -1.805 0.05
H 5.308 1.330 -1.268 0.13
H 3.650 1.930 -1.211 0.08
H -0.431 1.534 2.424 0.09
H -1.129 1.618 2.123 0.09
N -2.878 -4.000 3.976 0.21
C -2.451 -2.784 3.494 -0.46
O -2.582 -1.752 4.142 0.08
C -1.839 -2.787 2.113 -0.06
C -1.671 -3.953 1.340 0.06
C -1.063 -3.871 0.089 0.02
C -0.645 -2.623 -0.386 -0.14
N -0.747 -1.503 0.362 -0.05
C -1.351 -1.575 1.578 -0.09
H -3.251 -3.990 4.916 0.14
H -2.643 -4.894 3.571 0.10
H -2.008 -4.912 1.730 0.14
H -0.887 -4.751 -0.533 0.14
H -0.214 -2.508 -1.388 0.11
H -1.404 -0.622 2.124 0.09
```

***

[3]
C26H51AlNO18S3 as an isolated structure in a non-equilibrium geometry, computed with ωB97M-V/def2-TZVPD.

As for the multiplicity: 1. As for the total charge: -1. The calculation puts the HOMO energy at -5.67 eV. Its total energy is -3867.3735 Eh. The largest force on an atom comes out at 2.90 eV/A.

XYZ file:
```
100
Properties=species:S:1:pos:R:3:lowdin_charge:R:1
C 5.295 -2.680 4.768 0.02
C 5.105 -3.720 3.691 -0.64
O 5.868 -4.603 3.547 0.12
O 4.009 -3.547 2.965 -0.11
C 4.359 -3.114 1.580 -0.18
Al 3.082 -1.673 0.868 0.37
C 1.399 -2.580 0.131 -0.26
C 0.512 -3.191 1.231 -0.34
C -1.003 -3.155 0.886 -0.48
S -1.882 -2.041 2.013 0.93
C -3.566 -2.560 2.040 -1.12
S -3.984 -4.122 1.885 0.69
N -4.453 -1.489 2.241 -0.25
C -5.326 -1.258 1.123 -0.16
C -6.160 0.007 1.488 -0.16
O -5.613 0.665 2.613 -0.14
C -5.748 -0.159 3.751 -0.17
C -5.237 -1.602 3.449 -0.16
C 2.584 -0.347 2.327 -0.24
C 3.324 1.026 2.409 -0.28
C 4.070 1.513 1.158 -0.26
S 3.037 2.056 -0.196 0.53
O 3.659 1.693 -1.418 -0.31
O 2.864 3.476 -0.150 -0.30
O 1.601 1.398 -0.125 -0.15
H 5.394 -1.716 4.276 0.08
H 4.404 -2.676 5.389 0.08
H 6.171 -2.890 5.359 0.07
H 4.382 -3.999 0.944 0.06
H 5.375 -2.715 1.607 0.06
H 3.822 -1.036 -0.406 -0.03
H 0.806 -1.836 -0.411 0.03
H 1.687 -3.368 -0.562 0.04
H 0.751 -4.244 1.344 0.10
H 0.682 -2.727 2.200 0.07
H -1.081 -2.712 -0.100 0.06
H -1.446 -4.140 0.819 0.04
H -4.813 -1.132 0.178 0.11
H -6.059 -2.065 0.997 0.11
H -7.175 -0.285 1.771 0.12
H -6.171 0.695 0.654 0.12
H -5.117 0.238 4.533 0.12
H -6.803 -0.159 4.033 0.12
H -6.130 -2.227 3.319 0.11
H -4.645 -2.005 4.259 0.12
H 1.504 -0.199 2.280 0.04
H 2.803 -0.858 3.263 0.04
H 2.566 1.778 2.627 0.10
H 4.047 0.970 3.212 0.10
H 4.624 2.400 1.450 0.10
H 4.802 0.824 0.770 0.08
H 1.679 0.475 -0.438 0.07
C 4.353 5.257 -2.430 -0.02
O 5.738 5.398 -2.785 0.01
C 6.359 6.416 -2.207 -0.62
O 5.876 7.209 -1.438 0.12
O 7.634 6.420 -2.627 0.00
C 8.424 7.470 -2.080 -0.06
H 3.963 4.395 -2.963 0.09
H 4.242 5.080 -1.365 0.08
H 3.790 6.138 -2.735 0.10
H 8.479 7.387 -0.995 0.10
H 8.025 8.443 -2.364 0.09
H 9.424 7.362 -2.494 0.09
C -3.476 0.316 -2.297 -0.03
O -4.876 0.206 -2.587 0.00
C -5.163 0.134 -3.884 -0.61
O -4.368 0.154 -4.790 0.12
O -6.488 0.036 -4.012 0.01
C -6.946 -0.051 -5.362 -0.04
H -3.371 0.362 -1.216 0.09
H -2.937 -0.557 -2.662 0.10
H -3.063 1.225 -2.729 0.10
H -6.545 -0.938 -5.852 0.10
H -6.672 0.845 -5.918 0.09
H -8.029 -0.126 -5.324 0.09
C 3.344 -0.684 9.152 -0.05
O 2.131 -0.058 8.738 0.00
C 2.154 0.400 7.481 -0.62
O 3.084 0.322 6.722 0.12
O 0.971 0.955 7.221 0.00
C 0.850 1.487 5.897 -0.03
H 3.199 -1.009 10.179 0.09
H 3.560 -1.553 8.532 0.10
H 4.173 0.021 9.116 0.10
H 0.967 0.701 5.153 0.09
H 1.581 2.277 5.732 0.10
H -0.148 1.908 5.810 0.09
C -4.737 -3.022 -11.240 -0.05
O -4.031 -1.907 -10.698 0.00
C -4.505 -1.474 -9.524 -0.62
O -5.443 -1.943 -8.929 0.12
O -3.764 -0.442 -9.133 0.01
C -4.161 0.123 -7.877 -0.04
H -4.257 -3.271 -12.182 0.09
H -4.674 -3.879 -10.572 0.10
H -5.778 -2.764 -11.428 0.10
H -4.073 -0.607 -7.079 0.08
H -5.180 0.502 -7.936 0.09
H -3.489 0.950 -7.668 0.10
```

***

[4]
A 7-piece molecular cluster, C26H51BrNO13S overall in a non-equilibrium geometry, computed with ωB97M-V/def2-TZVPD.

As for the multiplicity: 1. As for the total charge: -1. The calculation puts the HOMO energy at -2.15 eV. Its total energy is -5026.3742 Eh. The largest force on an atom comes out at 1.76 eV/A.

XYZ file:
```
93
Properties=species:S:1:pos:R:3:lowdin_charge:R:1
O 5.716 -1.400 -2.807 -0.05
C 5.323 -0.885 -3.831 -0.78
Br 3.378 -0.590 -4.059 0.71
C 6.206 -0.300 -4.918 -0.51
N 6.508 1.032 -4.462 -0.55
S 6.105 2.156 -5.685 0.51
H 5.667 -0.374 -5.880 0.06
H 7.100 -0.961 -4.971 0.09
H 6.100 3.276 -4.948 -0.22
O 0.308 -0.633 -3.999 0.03
C 0.070 0.504 -3.698 -0.55
O -0.629 0.747 -2.559 -0.02
C -0.668 2.064 -1.988 -0.23
C -1.717 2.957 -2.621 -0.05
C 0.512 1.656 -4.554 0.00
H 0.320 2.522 -2.028 0.12
H -0.887 1.903 -0.937 0.10
H -1.513 3.126 -3.679 0.07
H -1.736 3.924 -2.116 0.08
H -2.703 2.503 -2.544 0.06
H -0.218 1.781 -5.355 0.10
H 1.475 1.405 -4.993 0.06
H 0.630 2.592 -4.029 0.05
O 0.704 2.973 1.143 0.08
C 0.336 2.188 1.982 -0.53
O 0.274 0.887 1.671 0.01
C -0.020 -0.139 2.637 -0.22
C -1.510 -0.333 2.823 -0.06
C -0.115 2.655 3.349 0.01
H 0.509 0.060 3.571 0.11
H 0.390 -1.060 2.233 0.09
H -2.009 0.554 3.219 0.07
H -1.698 -1.165 3.504 0.08
H -1.971 -0.564 1.865 0.06
H -1.150 2.985 3.273 0.09
H 0.501 3.504 3.635 0.09
H -0.042 1.899 4.127 0.07
O -4.084 -1.111 0.897 0.09
C -4.379 -0.639 -0.173 -0.49
O -5.643 -0.834 -0.606 0.00
C -6.155 -0.207 -1.788 -0.24
C -5.798 -0.976 -3.043 -0.06
C -3.403 0.092 -1.062 0.02
H -5.832 0.834 -1.838 0.11
H -7.235 -0.198 -1.647 0.12
H -4.719 -1.017 -3.198 0.07
H -6.251 -0.505 -3.916 0.08
H -6.161 -2.002 -2.970 0.08
H -2.788 -0.625 -1.605 0.11
H -2.749 0.691 -0.434 0.09
H -3.885 0.754 -1.774 0.06
O 2.669 4.454 -3.407 0.08
C 3.420 4.126 -2.525 -0.53
O 3.966 2.898 -2.538 -0.01
C 4.997 2.510 -1.628 -0.23
C 4.425 2.064 -0.296 -0.06
C 3.704 5.067 -1.373 0.01
H 5.725 3.315 -1.518 0.11
H 5.510 1.689 -2.131 0.10
H 3.879 2.870 0.195 0.06
H 5.221 1.739 0.376 0.08
H 3.726 1.239 -0.442 0.08
H 2.890 4.981 -0.653 0.09
H 3.716 6.082 -1.764 0.08
H 4.646 4.885 -0.866 0.06
O 1.746 -2.755 2.222 0.09
C 2.841 -3.259 2.165 -0.52
O 3.621 -3.002 1.111 0.02
C 4.949 -3.520 0.969 -0.22
C 4.949 -4.914 0.379 -0.06
C 3.309 -4.248 3.207 0.01
H 5.486 -3.472 1.920 0.11
H 5.442 -2.830 0.291 0.13
H 4.445 -5.626 1.035 0.07
H 5.972 -5.254 0.222 0.08
H 4.434 -4.911 -0.583 0.09
H 2.890 -5.223 2.962 0.09
H 2.921 -3.933 4.172 0.09
H 4.390 -4.336 3.282 0.07
O -7.370 0.466 4.472 0.10
C -6.891 -0.634 4.402 -0.52
O -7.230 -1.537 5.356 -0.01
C -6.838 -2.910 5.291 -0.24
C -5.443 -3.136 5.837 -0.07
C -5.893 -1.017 3.338 0.01
H -6.945 -3.293 4.275 0.11
H -7.568 -3.434 5.907 0.12
H -4.692 -2.608 5.249 0.07
H -5.199 -4.199 5.827 0.08
H -5.379 -2.770 6.863 0.08
H -4.905 -0.675 3.646 0.09
H -6.156 -0.513 2.413 0.08
H -5.842 -2.081 3.125 0.07
```